Record 1
{
  "formula": "C27H19Cl24F2IO4S",
  "method": "ωB97M-V/def2-TZVPD",
  "elements": ["C", "C", "Cl", "C", "Cl", "C", "C", "C", "I", "C", "C", "C", "C", "C", "O", "C", "C", "Cl", "C", "C", "C", "C", "F", "C", "S", "O", "O", "F", "C", "C", "O", "H", "H", "H", "H", "H", "H", "H", "H", "H", "H", "H", "H", "Cl", "C", "Cl", "Cl", "H", "Cl", "C", "Cl", "Cl", "H", "Cl", "C", "Cl", "Cl", "H", "Cl", "C", "Cl", "Cl", "H", "Cl", "C", "Cl", "Cl", "H", "Cl", "C", "Cl", "Cl", "H", "Cl", "C", "Cl", "Cl", "H"],
  "coordinates": [[7.238, -2.638, -3.110], [5.722, -2.009, -2.946], [4.344, -2.657, -4.051], [5.433, -0.959, -1.911], [6.725, -0.260, -0.742], [3.888, -0.353, -1.705], [3.516, 1.201, -2.074], [1.966, 1.748, -1.887], [1.420, 3.810, -2.373], [0.841, 0.692, -1.334], [1.208, -0.900, -0.967], [2.778, -1.439, -1.144], [3.200, -2.996, -0.801], [-0.028, -1.900, -0.441], [0.112, -2.814, 0.523], [-1.472, -1.609, -1.238], [-2.400, -2.893, -1.653], [-1.935, -4.676, -1.249], [-3.791, -2.588, -2.465], [-4.199, -1.017, -2.872], [-5.608, -0.858, -3.708], [-6.907, -0.526, -2.707], [-5.530, 0.059, -4.877], [-3.215, 0.263, -2.432], [-3.706, 1.968, -2.961], [-3.057, 3.160, -2.251], [-3.326, 2.099, -4.488], [-5.430, 2.266, -2.923], [-1.843, -0.014, -1.589], [-0.763, 1.080, -1.049], [-0.968, 2.179, -0.336], [7.251, -3.692, -2.593], [7.407, -2.812, -4.255], [8.069, -1.955, -2.611], [4.351, 1.926, -2.502], [2.917, -3.633, -1.769], [2.601, -3.472, 0.084], [4.347, -3.135, -0.548], [-4.482, -3.495, -2.796], [-5.866, -1.930, -4.165], [-6.654, 0.261, -1.877], [-7.887, -0.305, -3.313], [-7.108, -1.552, -2.133], [-7.060, 5.880, -1.122], [-5.641, 5.113, -0.390], [-4.414, 6.327, 0.010], [-6.105, 4.198, 1.055], [-5.213, 4.417, -1.115], [0.389, -2.062, 4.611], [1.161, -3.523, 3.969], [2.875, -3.224, 3.635], [0.973, -4.874, 5.100], [0.668, -3.789, 3.030], [-9.281, -0.554, -0.074], [-10.867, -0.636, -0.860], [-10.898, 0.388, -2.306], [-11.270, -2.311, -1.274], [-11.618, -0.264, -0.159], [6.393, -1.856, 2.694], [6.376, -2.304, 4.408], [6.687, -4.038, 4.600], [7.569, -1.355, 5.311], [5.385, -2.085, 4.812], [7.968, 3.380, -2.834], [7.408, 3.408, -1.153], [8.231, 4.688, -0.244], [5.651, 3.629, -1.086], [7.653, 2.448, -0.692], [-8.992, 7.817, 2.471], [-7.572, 7.050, 3.203], [-6.346, 8.264, 3.603], [-8.036, 6.135, 4.648], [-7.144, 6.354, 2.478], [8.100, -1.689, 10.494], [9.286, -2.062, 9.232], [8.866, -3.575, 8.411], [9.395, -0.731, 8.067], [10.264, -2.187, 9.705]],
  "mulliken_charge": [-0.88, 0.43, -0.15, -0.33, -0.17, 0.37, -0.24, -0.98, 0.09, 0.58, 0.08, 0.43, -1.15, 0.09, -0.43, -0.08, -0.06, -0.15, -0.67, 0.49, -0.08, -0.81, -0.31, 0.23, 1.25, -0.48, -0.55, -0.32, 0.34, 0.21, -0.43, 0.25, 0.31, 0.29, 0.58, 0.28, 0.29, 0.25, 0.24, 0.30, 0.28, 0.26, 0.34, -0.12, 0.75, -0.12, -0.15, -0.38, -0.14, 0.23, -0.08, -0.13, 0.13, -0.10, 0.00, -0.11, -0.12, 0.34, -0.06, 0.02, -0.13, -0.09, 0.25, -0.14, 0.27, -0.13, -0.05, 0.08, -0.13, 0.62, -0.12, -0.13, -0.22, -0.12, 0.04, -0.11, -0.12, 0.30],
  "charge": 0,
  "smiles": "C/C(Cl)=C(\\Cl)c1cc(I)c2c(c1C)C(=O)c1c(Cl)cc([C@@H](C)F)c(S(=O)(=O)F)c1C2=O.ClC(Cl)Cl.ClC(Cl)Cl.ClC(Cl)Cl.ClC(Cl)Cl.ClC(Cl)Cl.ClC(Cl)Cl.ClC(Cl)Cl"
}

***

Record 2
{
  "formula": "C5H8N2O3",
  "method": "ωB97M-V/def2-TZVPD",
  "elements": ["N", "C", "O", "C", "C", "C", "N", "C", "O", "H", "H", "H", "H", "H", "H", "O", "H", "H"],
  "coordinates": [[-0.053, 2.311, 0.253], [-0.755, 1.145, 0.850], [-1.504, 1.243, 1.815], [-0.056, -0.141, 0.557], [0.044, -1.221, 1.347], [0.817, -2.289, 0.650], [1.122, -1.680, -0.622], [0.646, -0.427, -0.729], [0.648, 0.296, -1.732], [-0.220, 3.233, 0.633], [0.571, 2.113, -0.525], [-0.388, -1.333, 2.340], [1.728, -2.555, 1.209], [0.219, -3.206, 0.533], [1.587, -2.156, -1.382], [-1.886, 1.447, -1.802], [-1.422, 2.312, -1.392], [-1.098, 0.908, -2.003]],
  "mulliken_charge": [-0.46, 0.36, -0.59, 0.75, -0.77, -0.49, -0.06, 0.37, -0.80, 0.20, 0.24, 0.46, 0.28, 0.29, 0.21, -0.70, 0.36, 0.35],
  "charge": 0,
  "de_lowest_kcal_mol": 6.0,
  "smiles": "NC(=O)C1=CCNC1=O.O"
}

***

no.,electronic energy (eV),LUMO energy (Ha),orbital gap (eV)
1,-361381.3514,-0.09204,6.5
2,-14437.4842,0.00012,10.0